Entry 1:
Below is a molecular structure, C5H10O, with properties calculated with ωB97M-V/def2-TZVPD.

Summary:
HOMO-LUMO gap ... 9.65 eV
ΔE to the lowest compared entry with this formula, charge and spin ... 375.6 kJ/mol
Lowest unoccupied orbital energy ... 0.0325 Eh
E_tot ... -7390.873 eV
F_max ... 0.4 eV Å⁻¹

Structure (XYZ):
```
16
Properties=species:S:1:pos:R:3:forces:R:3:lowdin_charge:R:1
C 0.947 1.119 0.590 0.1 0.0 0.0 -0.076
C -0.129 0.032 0.536 0.1 0.0 0.3 -0.348
C 0.312 -1.267 1.187 0.0 0.0 0.0 -0.082
C -0.152 -0.248 -1.276 0.0 -0.1 -0.3 -0.556
O 0.681 -1.054 -1.626 -0.2 0.3 0.1 0.041
C -1.246 0.414 -1.804 0.1 0.0 -0.1 0.049
H 0.605 2.052 0.134 0.0 -0.1 0.1 0.083
H 1.845 0.779 0.064 -0.1 0.0 0.1 0.091
H 1.214 1.321 1.634 0.0 0.0 -0.1 0.083
H -1.032 0.431 1.032 0.1 -0.1 -0.1 0.138
H 1.132 -1.701 0.608 -0.1 0.1 0.1 0.083
H -0.501 -2.000 1.233 0.1 0.1 0.0 0.086
H 0.661 -1.079 2.208 0.0 0.0 -0.1 0.083
H -1.695 1.233 -1.251 0.1 -0.2 0.0 0.072
H -1.503 0.293 -2.854 0.0 0.0 0.1 0.075
H -1.138 -0.326 -0.415 -0.1 0.0 0.1 0.177
```
Positions in Å, forces in eV/Å.

***

Entry 2:
Below is a molecular structure, C22H30ClFN7O7V, with properties calculated with ωB97M-V/def2-TZVPD.

Summary:
HOMO-LUMO gap (spin up / spin down) ... 6.07 / 6.64 eV
Spin multiplicity ... 2
Charge ... +3
ΔE to the lowest compared entry with this formula, charge and spin ... 0.0 kJ/mol
Lowest unoccupied orbital energy (spin up / spin down) ... -0.3735 / -0.3541 Eh
E_tot ... -88960.549 eV
F_max ... 1.1 eV Å⁻¹

Structure (XYZ):
```
69
Properties=species:S:1:pos:R:3:forces:R:3:lowdin_charge:R:1
V 1.944 1.481 -2.513 -0.6 -0.1 0.1 1.137
C -5.044 1.005 0.594 0.0 0.0 0.0 -0.039
C -4.564 0.342 -0.685 0.0 0.0 0.0 -0.145
N -3.078 0.373 -0.803 0.0 0.0 0.0 0.018
C -2.533 1.318 -1.543 0.1 0.0 0.0 0.087
C -1.158 1.466 -1.701 -0.1 0.0 0.0 -0.008
C -0.726 2.585 -2.563 0.1 0.1 0.0 -0.390
O -1.399 3.441 -3.008 0.0 0.0 0.0 0.241
O 0.666 2.568 -2.829 0.0 -0.2 0.0 -0.087
C -0.299 0.609 -1.011 0.1 0.0 0.0 -0.200
O 1.004 0.740 -1.056 0.2 0.0 0.1 -0.116
C -0.876 -0.419 -0.206 -0.1 0.0 0.0 -0.041
C -0.073 -1.341 0.488 0.1 0.0 0.0 0.110
C -0.648 -2.326 1.226 -0.1 0.0 0.0 -0.171
F 0.143 -3.226 1.812 0.0 0.0 0.0 0.111
C -2.056 -2.462 1.357 0.1 0.0 0.0 -0.113
C -2.843 -1.548 0.671 0.0 0.0 0.0 0.080
C -2.277 -0.539 -0.115 0.0 0.0 0.0 -0.084
N -2.653 -3.455 2.134 0.0 0.0 0.0 -0.073
C -3.628 -4.345 1.510 0.0 0.0 0.0 -0.116
C -4.646 -4.836 2.523 0.0 0.0 0.0 -0.072
N -3.931 -5.502 3.669 0.0 0.0 0.0 0.072
C -2.909 -4.581 4.281 0.0 0.0 0.0 -0.068
C -1.930 -4.117 3.218 0.0 0.0 0.0 -0.127
H -6.131 0.951 0.634 0.0 0.0 0.0 0.100
H -4.760 2.056 0.616 0.0 0.0 0.0 0.094
H -4.643 0.523 1.486 0.0 0.0 0.0 0.078
H -4.948 0.861 -1.561 0.0 0.0 0.0 0.135
H -4.881 -0.694 -0.774 0.0 0.0 0.0 0.125
H -3.201 2.003 -2.051 0.0 0.0 0.0 0.173
H 1.004 -1.300 0.407 0.0 0.0 0.0 0.148
H -3.912 -1.609 0.797 0.0 0.0 0.0 0.118
H -3.120 -5.205 1.050 0.0 0.0 0.0 0.149
H -4.166 -3.834 0.715 0.0 0.0 0.0 0.134
H -5.328 -5.562 2.084 0.0 0.0 0.0 0.149
H -5.216 -4.014 2.954 0.0 0.0 0.0 0.146
H -3.472 -6.357 3.341 0.0 0.0 0.0 0.192
H -4.607 -5.798 4.378 0.0 0.0 0.0 0.195
H -2.400 -5.126 5.074 0.0 0.0 0.0 0.150
H -3.463 -3.748 4.711 0.0 0.0 0.0 0.148
H -1.338 -4.967 2.856 0.0 0.0 0.0 0.143
H -1.246 -3.422 3.697 0.0 0.0 0.0 0.145
C 4.167 3.422 -2.273 0.0 0.0 0.0 -0.119
N 3.294 2.433 -1.463 0.3 -0.1 -0.1 -0.166
C 4.259 1.372 -0.864 0.0 0.1 0.0 -0.123
N 5.259 2.007 -0.073 0.0 0.0 0.0 -0.068
C 6.038 2.942 -0.902 0.0 0.0 0.0 -0.110
N 5.168 3.994 -1.435 0.0 0.0 0.0 -0.069
C 4.545 4.723 -0.329 0.0 0.0 0.0 -0.114
N 3.754 3.804 0.500 0.0 -0.1 0.0 -0.069
C 2.708 3.226 -0.275 0.0 0.0 0.1 -0.130
C 4.631 2.751 1.026 0.0 0.0 -0.1 -0.117
H 3.500 4.190 -2.667 0.0 0.0 0.0 0.150
H 4.621 2.863 -3.091 0.0 0.0 0.0 0.133
H 4.713 0.834 -1.700 0.0 0.0 0.0 0.145
H 3.654 0.696 -0.257 0.0 0.0 0.0 0.136
H 6.509 2.398 -1.721 0.0 0.0 0.0 0.145
H 6.815 3.393 -0.289 0.0 0.0 0.0 0.147
H 3.902 5.511 -0.721 0.0 0.0 0.0 0.144
H 5.321 5.177 0.284 0.0 0.0 0.0 0.147
H 2.066 4.000 -0.697 0.0 0.0 0.0 0.143
H 2.124 2.525 0.321 0.0 0.0 0.0 0.130
H 4.053 2.065 1.647 0.0 0.0 0.0 0.140
H 5.409 3.205 1.637 0.0 0.0 0.0 0.146
O 3.688 -0.685 -5.024 0.0 0.0 0.0 -0.133
Cl 2.576 0.048 -4.636 0.1 -0.2 0.9 0.856
O 2.170 -0.330 -3.140 -0.4 0.1 -1.0 -0.361
O 1.444 -0.016 -5.459 0.4 0.2 0.4 -0.156
O 2.955 1.468 -4.264 -0.1 0.1 -0.4 -0.353
```
Positions in Å, forces in eV/Å.

***

Entry 3:
Below is a molecular structure, C7H11N2O, with properties calculated with ωB97M-V/def2-TZVPD.

Summary:
HOMO-LUMO gap (spin up / spin down) ... 6.52 / 6.90 eV
Spin multiplicity ... 3
Charge ... +1
ΔE to the lowest compared entry with this formula, charge and spin ... 634.0 kJ/mol
Lowest unoccupied orbital energy (spin up / spin down) ... -0.1967 / -0.2966 Eh
E_tot ... -12447.907 eV
F_max ... 7.0 eV Å⁻¹

Structure (XYZ):
```
21
Properties=species:S:1:pos:R:3:forces:R:3:lowdin_charge:R:1
C 1.994 0.135 -1.009 -0.6 2.3 -6.6 -0.007
C 1.255 1.270 -0.362 -2.6 -0.9 -2.3 -0.224
C 1.588 0.445 0.989 3.2 -1.8 1.0 0.152
C -3.076 0.997 0.635 -0.6 -1.4 1.1 -0.096
C 2.779 -1.754 0.397 0.0 -2.6 0.0 -0.004
C -2.125 -0.102 0.032 -2.1 0.4 0.1 -0.206
C -0.908 0.445 -0.732 -3.5 -3.8 -2.8 -0.229
N 0.005 1.051 0.011 3.6 3.8 1.9 0.195
N 2.310 -0.492 0.057 -1.9 0.9 6.5 -0.067
O 2.011 1.676 0.720 -0.2 0.5 1.5 0.198
H 2.093 -0.175 -2.063 0.3 0.3 0.9 0.163
H -3.919 1.122 -0.041 0.0 0.2 0.0 0.062
H -2.659 1.986 0.849 0.2 -0.4 0.0 0.068
H -3.524 0.539 1.599 0.7 1.0 -1.5 0.106
H 2.330 -2.430 -0.335 0.6 -0.4 0.1 0.118
H 3.851 -1.793 0.440 0.6 0.0 -0.5 0.109
H 2.477 -2.112 1.386 -0.4 0.6 -0.1 0.123
H -1.869 -0.769 0.825 0.9 -0.3 0.6 0.085
H -2.846 -0.774 -0.543 1.5 1.0 -0.1 0.139
H -1.322 1.086 -1.518 0.3 0.6 0.1 0.175
H -0.446 -0.353 -1.336 0.0 -0.2 0.0 0.142
```
Positions in Å, forces in eV/Å.

***

Entry 4:
Below is 2 unconnected molecules or ions with the total composition CH5ClNOP, with properties calculated with ωB97M-V/def2-TZVPD.

Summary:
HOMO-LUMO gap (spin up / spin down) ... 9.45 / 7.31 eV
ΔE to the lowest compared entry with this formula, charge and spin ... 381.3 kJ/mol
Lowest unoccupied orbital energy (spin up / spin down) ... -0.0086 / -0.0092 Eh
E_tot ... -26465.010 eV
F_max ... 1.7 eV Å⁻¹

Structure (XYZ):
```
10
Properties=species:S:1:pos:R:3:forces:R:3:lowdin_charge:R:1
C 0.585 -1.711 -0.121 0.6 -0.3 -0.2 -0.165
N -0.500 2.397 -0.829 0.7 -1.1 0.8 -0.054
O -0.588 -1.011 0.220 -0.6 0.2 0.1 -0.572
P -0.845 0.309 1.083 -0.8 0.8 -1.3 0.523
Cl 0.875 0.578 2.048 1.0 0.3 0.5 0.192
H 0.294 -2.749 -0.286 0.1 0.1 0.0 0.089
H 1.325 -1.654 0.682 -0.1 0.0 -0.1 0.044
H 1.011 -1.298 -1.038 0.0 0.0 0.1 0.093
H -1.190 2.026 -1.477 -0.4 0.0 0.0 -0.075
H -0.968 3.112 -0.281 -0.3 0.1 0.1 -0.075
```
Positions in Å, forces in eV/Å.

***

Entry 5:
Below is 2 unconnected molecules or ions with the total composition C4H10FN, with properties calculated with ωB97M-V/def2-TZVPD.

Summary:
HOMO-LUMO gap (spin up / spin down) ... 9.41 / 8.58 eV
ΔE to the lowest compared entry with this formula, charge and spin ... 439.5 kJ/mol
Lowest unoccupied orbital energy (spin up / spin down) ... -0.0513 / -0.0676 Eh
E_tot ... -8513.124 eV
F_max ... 3.9 eV Å⁻¹

Structure (XYZ):
```
16
Properties=species:S:1:pos:R:3:forces:R:3:lowdin_charge:R:1
C 0.194 0.058 1.590 -3.0 1.3 -0.8 -0.023
C 0.218 1.413 -0.448 3.7 -1.2 0.0 -0.041
C -1.308 -0.735 -0.560 3.0 -1.1 -0.6 -0.011
C 0.043 -0.077 0.037 -0.5 0.8 -1.6 -0.637
N 1.261 -0.726 -0.136 1.3 0.3 -2.6 0.224
F 1.511 -1.080 -2.231 -0.5 0.5 2.5 -0.334
H 1.016 0.703 1.727 0.8 0.6 0.7 0.061
H -0.780 0.535 1.960 1.4 -0.5 -0.5 0.132
H 0.293 -0.866 2.032 0.3 -2.0 1.3 0.053
H -0.656 1.882 -0.194 -2.1 1.6 0.5 0.038
H 0.417 1.434 -1.524 -0.3 -0.1 0.2 0.080
H 1.153 1.942 0.059 -2.1 -1.2 -0.9 0.130
H -2.090 -0.321 0.036 -1.0 -0.1 0.0 0.053
H -1.367 -0.555 -1.671 0.0 0.4 1.3 0.092
H -1.215 -1.875 -0.543 -0.4 1.5 0.6 0.097
H 1.310 -1.731 -0.133 -0.7 -0.7 -0.1 0.087
```
Positions in Å, forces in eV/Å.

***

Entry 6:
Below is 2 unconnected molecules or ions with the total composition C3H10NOS, with properties calculated with ωB97M-V/def2-TZVPD.

Summary:
HOMO-LUMO gap ... 6.49 eV
Charge ... -1
ΔE to the lowest compared entry with this formula, charge and spin ... 154.7 kJ/mol
Lowest unoccupied orbital energy ... 0.1297 Eh
E_tot ... -17645.839 eV
F_max ... 0.5 eV Å⁻¹

Structure (XYZ):
```
16
Properties=species:S:1:pos:R:3:forces:R:3:lowdin_charge:R:1
C -1.685 1.153 1.287 -0.2 -0.1 0.3 -0.443
S -2.346 -0.504 1.596 0.0 0.1 -0.1 0.659
C -0.855 -1.471 1.241 0.1 0.1 -0.1 -0.443
H -1.121 1.122 0.363 0.2 0.1 -0.3 -0.015
H -1.039 1.469 2.104 0.1 0.0 0.1 0.023
H -2.532 1.832 1.222 -0.1 0.1 0.0 0.012
H -1.191 -2.462 0.937 0.1 -0.1 0.0 0.011
H -0.272 -0.980 0.422 -0.4 -0.1 0.3 0.006
H -0.266 -1.557 2.154 0.1 -0.1 0.0 0.014
N 2.463 0.604 -1.478 0.3 -0.3 0.2 -0.045
C 1.216 -0.225 -1.600 -0.4 0.0 0.1 -0.590
O 0.176 0.314 -0.948 0.2 0.1 0.0 -0.354
H 2.822 0.866 -2.387 -0.1 0.1 -0.1 0.011
H 2.142 1.439 -1.006 0.0 0.2 0.0 0.024
H 1.018 -0.356 -2.687 0.1 -0.1 -0.3 0.065
H 1.471 -1.242 -1.220 0.1 -0.1 0.0 0.065
```
Positions in Å, forces in eV/Å.